{"formula": "C18H17N7O4OsS", "method": "the ωB97M-V functional and the def2-TZVPD basis", "e_above_lowest_kj_mol": 37.6, "lumo_energy_ha": [-0.286, -0.286], "charge": 2, "symbols": ["Os", "C", "C", "C", "C", "C", "C", "C", "S", "O", "O", "N", "C", "C", "C", "C", "C", "C", "C", "C", "N", "C", "H", "H", "H", "H", "H", "H", "H", "H", "H", "H", "H", "H", "H", "N", "C", "N", "N", "C", "N", "H", "H", "H", "H", "O", "N", "O"], "xyz": [[1.008, -0.192, 1.274], [-4.301, 5.000, -0.749], [-3.182, 4.011, -0.830], [-3.076, 3.130, -1.907], [-2.032, 2.228, -1.992], [-1.086, 2.210, -0.971], [-1.159, 3.078, 0.119], [-2.209, 3.969, 0.175], [0.189, 1.055, -1.072], [1.317, 1.481, -0.192], [0.467, 0.657, -2.406], [-0.220, -0.278, -0.103], [-1.032, -1.414, -0.285], [-1.894, -1.668, -1.313], [-2.604, -2.887, -1.315], [-2.441, -3.795, -0.306], [-1.553, -3.537, 0.770], [-1.330, -4.434, 1.839], [-0.451, -4.089, 2.827], [0.218, -2.859, 2.772], [0.041, -1.987, 1.793], [-0.843, -2.330, 0.780], [-5.003, 4.883, -1.571], [-3.909, 6.018, -0.775], [-4.844, 4.887, 0.190], [-3.816, 3.161, -2.696], [-1.939, 1.572, -2.847], [-0.399, 3.073, 0.889], [-2.276, 4.659, 1.007], [-2.021, -0.960, -2.121], [-3.284, -3.096, -2.129], [-2.986, -4.730, -0.315], [-1.853, -5.381, 1.862], [-0.252, -4.746, 3.661], [0.909, -2.577, 3.550], [5.302, 0.746, -1.114], [5.526, -0.560, -1.052], [6.640, -1.095, -1.508], [4.627, -1.428, -0.531], [3.593, -1.150, 0.100], [2.616, -1.102, 0.773], [5.957, 1.376, -1.549], [4.429, 1.135, -0.796], [7.389, -0.541, -1.893], [6.769, -2.092, -1.430], [1.652, -0.656, 4.414], [1.885, 0.443, 4.169], [1.462, 0.812, 2.807]], "nbo_charge": [1.48, -0.65, 0.08, -0.21, -0.16, -0.38, -0.17, -0.20, 2.29, -0.94, -0.85, -0.72, 0.08, -0.16, -0.18, -0.13, -0.10, -0.06, -0.25, 0.12, -0.45, 0.21, 0.23, 0.25, 0.24, 0.24, 0.24, 0.24, 0.24, 0.24, 0.25, 0.24, 0.25, 0.26, 0.24, -0.74, 0.68, -0.71, -0.56, 0.70, -0.59, 0.43, 0.43, 0.43, 0.45, -0.22, 0.47, -0.60]}

=====

{"formula": "C18H18AgN4S4", "method": "the ωB97M-V functional and the def2-TZVPD basis", "e_above_lowest_kj_mol": 64.5, "lumo_energy_ha": 0.092, "charge": -1, "symbols": ["Ag", "C", "N", "C", "C", "C", "C", "C", "C", "N", "C", "C", "C", "C", "C", "C", "N", "C", "C", "C", "C", "C", "N", "H", "H", "H", "H", "H", "H", "H", "H", "H", "H", "H", "H", "H", "H", "H", "H", "H", "H", "S", "S", "S", "S"], "xyz": [[-0.522, -0.720, -0.004], [1.358, 2.309, -0.010], [-0.022, 1.874, -0.005], [-0.733, 2.204, -1.218], [-0.334, 1.351, -2.395], [-0.515, 1.807, -3.694], [-0.244, 0.952, -4.754], [0.209, -0.331, -4.473], [0.388, -0.688, -3.151], [0.122, 0.128, -2.135], [-0.725, 2.205, 1.213], [-0.323, 1.350, 2.388], [-0.496, 1.808, 3.687], [-0.226, 0.953, 4.746], [0.218, -0.334, 4.466], [0.392, -0.692, 3.142], [0.127, 0.125, 2.127], [2.385, 1.195, 0.008], [3.736, 1.523, 0.033], [4.677, 0.501, 0.045], [4.226, -0.813, 0.029], [2.863, -1.039, 0.004], [1.964, -0.059, -0.005], [1.554, 2.950, 0.864], [1.555, 2.919, -0.904], [-0.632, 3.273, -1.491], [-1.795, 1.995, -1.051], [-0.871, 2.812, -3.874], [-0.388, 1.276, -5.774], [0.418, -1.036, -5.264], [0.758, -1.667, -2.870], [-1.788, 2.000, 1.051], [-0.619, 3.273, 1.486], [-0.845, 2.816, 3.868], [-0.365, 1.278, 5.767], [0.426, -1.039, 5.256], [0.757, -1.672, 2.862], [4.052, 2.558, 0.044], [5.735, 0.724, 0.066], [4.921, -1.640, 0.036], [2.448, -2.037, -0.009], [-3.085, -0.328, 0.006], [-3.790, -2.198, -0.011], [-2.266, -3.824, 0.010], [-0.344, -3.268, -0.006]], "nbo_charge": [0.77, -0.26, -0.44, -0.26, 0.22, -0.26, -0.17, -0.27, 0.07, -0.46, -0.26, 0.22, -0.26, -0.17, -0.27, 0.07, -0.46, 0.22, -0.26, -0.17, -0.27, 0.06, -0.42, 0.20, 0.20, 0.16, 0.26, 0.21, 0.21, 0.21, 0.22, 0.26, 0.16, 0.21, 0.21, 0.21, 0.22, 0.20, 0.21, 0.21, 0.22, -0.72, -0.16, -0.17, -0.71]}

=====

{"formula": "C18H18AlF6N4P", "method": "the ωB97M-V functional and the def2-TZVPD basis", "lumo_energy_ha": [-0.414, -0.563], "multiplicity": 2, "charge": 3, "s_squared": 0.7703, "symbols": ["Al", "C", "N", "C", "C", "C", "C", "C", "C", "N", "C", "C", "C", "C", "C", "C", "N", "C", "C", "C", "C", "C", "N", "H", "H", "H", "H", "H", "H", "H", "H", "H", "H", "H", "H", "H", "H", "H", "H", "H", "H", "F", "P", "F", "F", "F", "F", "F"], "xyz": [[0.067, -0.083, -0.284], [0.482, -0.272, 2.588], [-0.351, 0.536, 1.676], [-0.025, 1.980, 1.754], [1.121, 2.300, 0.827], [1.906, 3.431, 0.934], [2.896, 3.644, -0.018], [3.087, 2.736, -1.050], [2.262, 1.628, -1.105], [1.306, 1.422, -0.179], [-1.797, 0.291, 1.893], [-2.547, 0.483, 0.597], [-3.912, 0.680, 0.526], [-4.506, 0.761, -0.727], [-3.737, 0.656, -1.879], [-2.376, 0.465, -1.739], [-1.803, 0.379, -0.523], [0.683, -1.646, 2.027], [1.150, -2.760, 2.787], [1.375, -3.962, 2.142], [1.133, -4.068, 0.776], [0.662, -2.917, 0.077], [0.455, -1.756, 0.706], [0.067, -0.314, 3.602], [1.479, 0.185, 2.679], [0.190, 2.298, 2.777], [-0.891, 2.560, 1.423], [1.742, 4.133, 1.740], [3.524, 4.525, 0.047], [3.852, 2.874, -1.800], [2.355, 0.899, -1.898], [-2.205, 0.927, 2.683], [-1.948, -0.745, 2.214], [-4.499, 0.747, 1.432], [-5.577, 0.905, -0.806], [-4.174, 0.725, -2.865], [-1.725, 0.380, -2.600], [1.337, -2.653, 3.850], [1.744, -4.819, 2.696], [1.304, -4.991, 0.234], [0.480, -2.944, -0.996], [0.501, -0.696, -1.762], [0.820, -1.317, -4.054], [0.360, 0.204, -4.133], [0.994, -1.679, -5.510], [1.184, -2.662, -3.300], [2.256, -0.789, -3.660], [-0.704, -1.682, -3.801]], "nbo_charge": [2.06, -0.32, -0.53, -0.27, 0.22, -0.21, -0.06, -0.21, 0.10, -0.68, -0.27, 0.22, -0.21, -0.06, -0.21, 0.11, -0.68, 0.44, -0.06, -0.15, -0.01, 0.28, -0.66, 0.29, 0.31, 0.25, 0.27, 0.26, 0.27, 0.28, 0.25, 0.26, 0.23, 0.26, 0.27, 0.28, 0.26, 0.29, 0.30, 0.30, 0.29, -0.76, 2.70, -0.55, -0.50, -0.56, -0.55, -0.55]}

=====

{"formula": "C18H18BF4MnN4", "method": "the ωB97M-V functional and the def2-TZVPD basis", "e_above_lowest_kj_mol": 13.3, "lumo_energy_ha": [-0.105, -0.108], "multiplicity": 2, "charge": 1, "s_squared": 0.7537, "symbols": ["Mn", "C", "N", "C", "C", "C", "C", "C", "C", "N", "C", "C", "C", "C", "C", "C", "N", "C", "C", "C", "C", "C", "N", "H", "H", "H", "H", "H", "H", "H", "H", "H", "H", "H", "H", "H", "H", "H", "H", "H", "H", "F", "B", "F", "F", "F"], "xyz": [[0.763, 0.574, 0.107], [-0.957, -1.585, -0.718], [0.471, -1.180, -0.881], [0.804, -0.920, -2.300], [0.250, 0.412, -2.723], [-0.182, 0.636, -4.014], [-0.585, 1.916, -4.370], [-0.541, 2.912, -3.416], [-0.112, 2.602, -2.135], [0.279, 1.374, -1.782], [1.394, -2.165, -0.277], [1.419, -2.003, 1.217], [1.608, -3.083, 2.056], [1.732, -2.855, 3.420], [1.658, -1.556, 3.882], [1.447, -0.528, 2.976], [1.327, -0.736, 1.661], [-1.763, -0.650, 0.152], [-3.094, -0.892, 0.445], [-3.777, 0.013, 1.239], [-3.113, 1.133, 1.719], [-1.785, 1.311, 1.390], [-1.133, 0.430, 0.620], [-0.993, -2.591, -0.295], [-1.421, -1.635, -1.706], [0.455, -1.729, -2.947], [1.893, -0.881, -2.378], [-0.195, -0.173, -4.732], [-0.924, 2.124, -5.376], [-0.839, 3.925, -3.645], [-0.071, 3.353, -1.363], [2.395, -1.954, -0.661], [1.137, -3.186, -0.570], [1.667, -4.083, 1.650], [1.886, -3.680, 4.102], [1.755, -1.325, 4.933], [1.376, 0.497, 3.303], [-3.586, -1.774, 0.056], [-4.818, -0.154, 1.481], [-3.615, 1.859, 2.341], [-1.208, 2.160, 1.732], [0.712, 3.365, 0.485], [1.818, 2.897, 1.205], [2.374, 1.779, 0.347], [1.306, 2.249, 2.335], [2.785, 3.796, 1.435]], "nbo_charge": [1.16, -0.26, -0.41, -0.25, 0.19, -0.23, -0.12, -0.23, 0.08, -0.50, -0.25, 0.19, -0.23, -0.13, -0.23, 0.08, -0.50, 0.21, -0.23, -0.13, -0.23, 0.06, -0.47, 0.24, 0.24, 0.22, 0.23, 0.23, 0.24, 0.24, 0.25, 0.23, 0.22, 0.23, 0.24, 0.24, 0.25, 0.24, 0.24, 0.25, 0.25, -0.56, 1.35, -0.56, -0.56, -0.51]}

=====

{"formula": "C18H18CdN6O3Te4", "method": "the ωB97M-V functional and the def2-TZVPD basis", "e_above_lowest_kj_mol": 22.9, "lumo_energy_ha": 0.141, "charge": -2, "symbols": ["Cd", "Te", "Te", "Te", "Te", "N", "C", "C", "C", "O", "O", "H", "H", "H", "H", "H", "H", "C", "N", "N", "C", "O", "C", "C", "C", "C", "C", "C", "C", "C", "C", "H", "H", "H", "H", "H", "H", "H", "H", "H", "H", "H", "H", "N", "C", "C", "C", "N", "C", "N"], "xyz": [[0.724, 2.273, -1.549], [0.181, 4.784, -2.474], [0.904, 5.204, -5.014], [2.764, 7.348, 0.151], [2.471, 4.908, -0.937], [-3.168, 2.619, -0.585], [-4.166, 2.499, -1.641], [-3.520, 2.208, -3.001], [-2.409, 1.157, -2.890], [-2.760, -0.035, -2.813], [-1.216, 1.592, -2.871], [-2.583, 1.793, -0.546], [-3.603, 2.719, 0.323], [-4.686, 3.460, -1.701], [-4.925, 1.730, -1.441], [-3.119, 3.122, -3.439], [-4.288, 1.796, -3.659], [0.030, -2.988, 1.620], [0.366, -2.517, 0.280], [1.291, -1.475, 0.221], [0.954, -0.615, -0.795], [1.695, 0.345, -1.113], [-0.286, -1.071, -1.320], [-0.631, -2.172, -0.612], [-1.910, -2.927, -0.694], [2.571, -1.597, 0.812], [3.155, -0.472, 1.377], [4.404, -0.583, 1.965], [5.060, -1.806, 1.999], [4.467, -2.925, 1.432], [3.222, -2.824, 0.829], [0.943, -3.262, 2.144], [-0.591, -3.875, 1.513], [-0.505, -2.230, 2.192], [-0.862, -0.604, -2.105], [-2.536, -2.440, -1.441], [-2.435, -2.903, 0.264], [-1.742, -3.970, -0.969], [2.629, 0.471, 1.359], [4.851, 0.290, 2.421], [6.030, -1.888, 2.472], [4.975, -3.880, 1.452], [2.751, -3.682, 0.368], [-0.202, 1.830, 0.587], [-0.396, 1.174, 1.520], [-0.644, 0.382, 2.644], [0.399, 0.071, 3.544], [1.240, -0.205, 4.288], [-1.924, -0.183, 2.837], [-2.972, -0.646, 2.994]], "nbo_charge": [1.50, -0.08, -0.65, -0.67, -0.21, -0.84, -0.20, -0.51, 0.79, -0.76, -0.87, 0.36, 0.35, 0.17, 0.15, 0.22, 0.20, -0.42, -0.22, -0.28, 0.63, -0.79, -0.40, 0.27, -0.67, 0.21, -0.21, -0.18, -0.22, -0.21, -0.26, 0.22, 0.21, 0.22, 0.31, 0.27, 0.23, 0.21, 0.25, 0.22, 0.21, 0.20, 0.22, -0.55, 0.42, -0.63, 0.32, -0.41, 0.31, -0.42]}